1.
{
  "formula": "C17H18F2N2O9",
  "method": "the ωB97M-V functional and the def2-TZVPD basis",
  "symbols": ["C", "C", "C", "C", "C", "N", "C", "C", "N", "C", "C", "O", "O", "C", "C", "O", "H", "H", "H", "H", "H", "H", "H", "H", "H", "H", "H", "H", "C", "C", "O", "C", "O", "O", "F", "H", "H", "H", "C", "C", "O", "C", "O", "O", "F", "H", "H", "H"],
  "positions_angstrom": [[3.634795, -1.894467, -2.269422], [2.816370, -0.856631, -3.007841], [3.250134, 0.759263, -3.040986], [3.817065, 1.154277, -4.522253], [4.566512, 0.847475, -2.011731], [5.604616, 1.143002, -1.256399], [2.120408, 1.756866, -2.414253], [2.824570, 2.966098, -1.516311], [3.495429, 3.982044, -1.082217], [1.029889, 2.371606, -3.458693], [-0.529632, 1.866796, -3.207947], [-1.490430, 2.753375, -2.835075], [-0.933638, 0.444894, -3.432796], [-0.842010, -0.306477, -2.155490], [-0.498537, -1.912703, -2.247840], [-1.005873, 0.370238, -1.014724], [3.877763, -1.823810, -1.108471], [4.110344, -2.833675, -2.830607], [1.861874, -1.258834, -3.587306], [4.192621, 2.277541, -4.476804], [4.695447, 0.467166, -4.890045], [2.937398, 1.039756, -5.321241], [1.501931, 1.112940, -1.621864], [1.249272, 2.210573, -4.593841], [1.019355, 3.552984, -3.282892], [-1.438670, -2.555286, -1.969645], [-0.225276, -2.136848, -3.376397], [0.420435, -2.120210, -1.549482], [-1.053069, 0.645531, 2.470937], [-0.434042, 1.406128, 3.593433], [-0.075105, 0.400976, 4.514149], [0.167199, -0.704622, 3.755456], [0.761460, -1.692077, 4.155025], [-0.330469, -0.569168, 2.488392], [-1.339501, 2.219270, 4.182167], [-2.115786, 0.437985, 2.635089], [-0.939517, 1.155476, 1.510493], [0.454527, 1.980406, 3.310292], [-4.118611, -2.419278, 5.087514], [-5.546243, -2.286487, 4.680164], [-5.622164, -0.975524, 4.167821], [-4.377706, -0.713449, 3.678623], [-4.120872, 0.204343, 2.917333], [-3.452633, -1.609874, 4.139206], [-6.363940, -2.372328, 5.753320], [-3.927340, -2.031513, 6.093716], [-3.766131, -3.453012, 5.037084], [-5.862220, -3.000737, 3.912360]],
  "forces_ev_per_angstrom": [[-1.335, 2.031, -1.239], [1.852, -2.251, 1.466], [1.378, -1.288, 1.807], [-0.485, 0.291, -0.352], [7.157, 2.810, 4.977], [-9.889, -3.024, -7.209], [-0.524, 0.007, 1.743], [4.522, 6.621, 1.205], [-6.162, -9.068, -3.702], [-0.909, 1.095, -0.087], [-5.308, 4.939, 2.349], [6.841, -6.344, -2.876], [1.966, 0.719, 2.972], [-0.817, 3.266, 4.877], [-0.205, 0.944, -1.097], [1.318, -4.461, -7.149], [0.459, 0.687, -2.942], [-2.325, 1.563, 1.416], [2.764, 1.166, 0.178], [-0.841, -2.369, -0.154], [-1.784, 1.293, 1.103], [1.937, 0.324, 1.816], [1.532, 1.472, -1.604], [-0.162, 0.029, 2.230], [-0.329, -2.771, -0.435], [1.874, 1.470, -0.329], [-0.540, 0.395, 2.418], [-1.987, 0.472, -1.316], [-0.761, 0.468, -1.127], [-0.324, 0.573, 0.275], [0.401, -0.527, -0.631], [1.182, -2.610, 0.566], [-1.397, 2.168, -0.868], [0.813, -0.439, 1.100], [0.009, 0.303, 0.173], [0.301, 0.251, 0.132], [0.103, -0.265, 0.082], [-0.118, 0.102, 0.185], [0.794, -0.874, 0.649], [-0.730, -0.087, 0.474], [0.855, -0.157, -0.529], [0.819, 2.239, -1.674], [-0.755, -2.150, 1.818], [-0.618, 0.823, -0.640], [-0.248, -0.126, 0.014], [-0.270, -0.015, -0.087], [0.079, 0.247, -0.133], [-0.136, 0.058, 0.156]],
  "mulliken_charge": [-0.79, -0.49, 1.29, -1.29, -0.18, -0.48, 0.45, -0.10, -0.46, -0.49, 0.51, -0.52, -0.32, 0.62, -0.91, -0.48, 0.28, 0.23, 0.35, 0.35, 0.35, 0.33, 0.21, 0.30, 0.35, 0.36, 0.31, 0.22, 0.39, 0.33, -0.31, 0.63, -0.59, -0.27, -0.28, -0.25, 0.16, 0.31, -0.43, 0.28, -0.31, 0.65, -0.60, -0.23, -0.29, 0.29, 0.26, 0.29],
  "e_tot_ev": -44751.5008,
  "orbital_gap_ev": 8.4
}

2.
{
  "formula": "C17H18F3N2NiO3S3",
  "method": "the ωB97M-V functional and the def2-TZVPD basis",
  "symbols": ["Ni", "C", "N", "C", "C", "N", "C", "C", "C", "C", "C", "C", "C", "S", "C", "C", "C", "C", "C", "C", "S", "H", "H", "H", "H", "H", "H", "H", "H", "H", "H", "H", "H", "H", "H", "H", "H", "H", "H", "F", "C", "F", "F", "S", "O", "O", "O"],
  "positions_angstrom": [[0.867462, 0.612117, 0.420772], [-2.030912, 0.587268, 1.502509], [-1.367876, 0.593398, 0.184759], [-1.657768, -0.683630, -0.519616], [-0.461529, -1.169147, -1.310269], [0.692581, -1.341823, -0.423163], [0.447065, -2.333648, 0.639907], [1.905092, -1.716356, -1.138786], [1.882713, -2.809342, -1.997545], [3.030720, -3.227640, -2.648396], [4.216940, -2.534599, -2.415714], [4.243027, -1.460556, -1.552332], [3.092109, -1.016350, -0.877611], [3.182312, 0.317174, 0.243251], [-1.804075, 1.720259, -0.638379], [-3.163749, 1.987945, -0.765513], [-3.615525, 3.032307, -1.553354], [-2.685262, 3.815631, -2.228204], [-1.339030, 3.544367, -2.112717], [-0.856694, 2.488711, -1.321870], [0.861323, 2.171880, -1.220415], [-3.104762, 0.387097, 1.419627], [-1.862035, 1.539354, 1.992290], [-1.575361, -0.193959, 2.106628], [-2.510850, -0.555559, -1.191589], [-1.948177, -1.423838, 0.226281], [-0.181543, -0.430491, -2.063452], [-0.731888, -2.104115, -1.819043], [0.087476, -3.279759, 0.214108], [-0.264735, -1.960128, 1.370565], [1.380938, -2.506563, 1.169059], [0.956336, -3.348340, -2.157185], [3.001651, -4.075868, -3.319888], [5.128821, -2.840730, -2.915113], [5.167175, -0.926567, -1.371356], [-3.889116, 1.375230, -0.245441], [-4.676504, 3.230529, -1.635670], [-3.016825, 4.641832, -2.845782], [-0.612097, 4.152517, -2.636465], [-1.391371, 0.300281, 4.438599], [-0.128299, 0.521151, 4.840341], [0.286645, -0.588471, 5.468165], [-0.165401, 1.512153, 5.739973], [1.011957, 0.953292, 3.446413], [0.319113, 2.018369, 2.737682], [2.222659, 1.295361, 4.131781], [1.057275, -0.270764, 2.632171]],
  "forces_ev_per_angstrom": [[0.196, -0.350, 0.212], [-0.003, -0.036, -0.105], [-0.095, -0.074, 0.049], [-0.011, 0.134, 0.009], [-0.125, -0.043, -0.098], [0.137, 0.072, 0.129], [0.049, -0.095, 0.055], [0.017, 0.038, -0.082], [0.033, 0.049, -0.019], [0.051, 0.051, 0.024], [-0.048, -0.115, -0.074], [0.002, 0.089, 0.062], [-0.070, 0.082, 0.058], [0.091, -0.120, 0.000], [0.017, -0.063, 0.068], [0.003, 0.075, -0.050], [-0.008, -0.010, 0.007], [-0.104, 0.015, -0.002], [0.135, -0.015, -0.012], [0.033, 0.003, 0.004], [-0.179, 0.094, -0.100], [-0.002, 0.001, 0.018], [-0.015, 0.021, 0.014], [-0.017, 0.029, 0.015], [0.003, -0.018, 0.000], [0.036, -0.019, -0.014], [-0.014, -0.021, -0.015], [0.002, 0.004, 0.039], [0.016, 0.021, -0.008], [-0.023, -0.004, -0.008], [0.007, 0.037, -0.009], [-0.014, 0.003, -0.003], [0.008, 0.001, -0.007], [0.003, 0.001, 0.000], [0.012, -0.001, -0.008], [0.018, -0.028, 0.028], [0.002, 0.013, -0.007], [0.006, 0.005, -0.004], [-0.003, 0.005, -0.006], [0.005, -0.006, -0.037], [0.123, -0.022, 0.055], [0.005, 0.030, -0.004], [-0.013, -0.025, -0.041], [-0.003, 0.059, -0.451], [0.167, -0.067, 0.170], [-0.028, -0.053, 0.067], [-0.398, 0.250, 0.080]],
  "mulliken_charge": [0.67, -1.43, 1.58, -1.28, -0.85, 1.32, -1.33, -0.65, -0.21, -1.00, -0.44, -0.60, 0.84, -0.42, -0.80, -0.22, -0.88, -0.49, -0.59, 0.60, -0.49, 0.37, 0.36, 0.30, 0.47, 0.54, 0.47, 0.43, 0.31, 0.29, 0.35, 0.24, 0.36, 0.35, 0.39, 0.31, 0.38, 0.35, 0.40, -0.23, 0.59, -0.24, -0.23, 0.97, -0.69, -0.59, -0.57],
  "e_tot_ev": -108749.5130,
  "total_charge": -1,
  "orbital_gap_ev": [7.0, 7.0],
  "multiplicity": 3
}

3.
{
  "formula": "C17H18F3N4PtS",
  "method": "the ωB97M-V functional and the def2-TZVPD basis",
  "symbols": ["Pt", "N", "C", "C", "C", "C", "C", "C", "S", "N", "C", "C", "C", "C", "C", "C", "N", "H", "H", "H", "H", "H", "H", "H", "H", "H", "F", "C", "F", "F", "C", "C", "C", "C", "N", "H", "H", "H", "H", "H", "H", "H", "H", "H"],
  "positions_angstrom": [[0.252981, -0.206415, 0.349568], [1.373539, -4.261343, -0.104084], [0.845736, -5.267897, 0.738278], [1.421696, -6.526913, 0.751385], [0.912104, -7.516883, 1.578657], [-0.168495, -7.242934, 2.400086], [-0.739037, -5.978305, 2.394373], [-0.239260, -4.991788, 1.560616], [-1.023202, -3.409674, 1.564971], [0.012809, -2.485013, 0.582517], [0.994553, -2.962316, -0.083376], [2.671025, -1.176641, -0.425115], [4.031749, -1.408887, -0.508708], [4.918783, -0.420663, -0.106733], [4.422061, 0.781435, 0.371432], [3.055393, 0.953383, 0.464125], [2.212347, -0.008921, 0.079721], [2.212295, -4.474829, -0.617462], [2.269122, -6.737350, 0.108808], [1.365082, -8.498299, 1.578340], [-0.571379, -8.005945, 3.051159], [-1.579665, -5.766044, 3.043436], [4.376347, -2.356496, -0.896631], [5.985557, -0.584902, -0.174318], [5.077654, 1.582127, 0.680452], [2.618980, 1.864311, 0.843576], [1.141051, 1.032742, 2.665402], [0.208122, 1.176239, 1.713325], [0.308605, 2.445181, 1.268567], [-0.997346, 1.046985, 2.300135], [1.681170, -0.703133, -2.986378], [1.430153, -2.100057, -2.419645], [-0.041170, -2.451692, -2.625733], [2.329045, -3.110463, -3.128375], [1.701448, -2.075917, -0.933862], [1.463259, -0.709658, -4.052989], [2.718158, -0.383743, -2.868836], [1.029974, 0.034450, -2.512283], [-0.261977, -2.462603, -3.692259], [-0.684023, -1.707659, -2.152277], [-0.295728, -3.436297, -2.229572], [2.120241, -3.099449, -4.198277], [2.151127, -4.130447, -2.783239], [3.383823, -2.864034, -2.996790]],
  "forces_ev_per_angstrom": [[-0.032, -0.063, 0.788], [0.300, 0.121, -0.235], [-0.131, -0.190, 0.221], [0.017, 0.130, -0.076], [-0.063, -0.039, 0.068], [0.065, -0.075, -0.030], [0.004, 0.045, -0.018], [0.107, -0.132, 0.019], [-0.188, 0.084, 0.073], [-0.228, 0.009, -0.199], [0.046, -0.187, -0.055], [0.477, -0.054, -0.055], [-0.149, -0.067, 0.002], [-0.024, 0.113, 0.046], [0.098, -0.100, -0.058], [-0.031, 0.009, 0.012], [0.187, -0.229, -0.237], [-0.015, -0.025, 0.028], [0.000, 0.014, 0.000], [-0.004, -0.001, 0.002], [0.014, -0.012, -0.009], [0.002, 0.045, -0.013], [0.028, 0.010, 0.000], [0.000, -0.008, 0.004], [0.004, 0.000, -0.004], [-0.002, -0.014, -0.007], [0.045, -0.127, 0.016], [-0.328, 0.615, -0.147], [-0.002, -0.057, 0.033], [-0.080, 0.020, -0.005], [0.016, -0.014, 0.051], [-0.074, -0.013, -0.188], [0.039, -0.052, 0.002], [0.019, -0.043, -0.005], [-0.083, 0.255, -0.019], [-0.024, -0.021, -0.009], [-0.009, -0.013, -0.002], [0.013, 0.023, -0.011], [0.017, 0.019, -0.006], [-0.051, -0.009, -0.006], [0.015, 0.009, 0.012], [0.018, 0.016, -0.006], [-0.013, 0.019, 0.020], [0.001, -0.009, 0.004]],
  "mulliken_charge": [0.64, -0.01, 0.44, -0.59, -0.63, -0.66, -0.58, 0.57, -0.20, -0.43, -0.11, -0.45, -0.66, -0.62, -0.63, -0.05, -0.14, 0.24, 0.38, 0.39, 0.40, 0.38, 0.43, 0.46, 0.44, 0.45, -0.19, 0.74, -0.20, -0.22, -1.68, 1.20, -1.58, -1.56, 1.56, 0.50, 0.37, 0.32, 0.50, 0.28, 0.36, 0.44, 0.38, 0.34],
  "e_tot_ev": -46108.9788,
  "total_charge": 1,
  "orbital_gap_ev": 6.6
}

4.
{
  "formula": "C17H18F3NO5S",
  "method": "the ωB97M-V functional and the def2-TZVPD basis",
  "symbols": ["C", "H", "O", "C", "C", "H", "H", "C", "N", "C", "O", "C", "C", "C", "C", "C", "H", "H", "S", "O", "O", "C", "C", "C", "C", "C", "C", "H", "H", "H", "C", "F", "F", "F", "H", "O", "H", "H", "H", "H", "H", "H", "H", "H", "H"],
  "positions_angstrom": [[-1.259713, 0.487020, -3.704694], [-0.989793, -0.268883, -2.961580], [-0.309108, 1.527450, -3.771869], [0.925919, 1.158804, -4.354236], [1.833955, 0.317150, -3.450307], [1.301487, -0.573789, -3.117660], [2.697284, -0.002184, -4.034537], [2.321835, 1.100777, -2.230196], [1.216769, 1.499918, -1.390725], [1.069385, 1.051030, -0.129330], [1.918039, 0.411804, 0.470128], [-0.230137, 1.395374, 0.488230], [-1.426603, 1.827686, -0.027685], [-2.338951, 1.847172, 1.048218], [-1.639979, 1.432913, 2.150742], [-2.052806, 1.127005, 3.526146], [-3.009892, 1.568766, 3.783270], [-1.291600, 1.373704, 4.260458], [-2.277686, -0.711466, 3.643457], [-3.324620, -1.090844, 2.738022], [-2.420034, -1.048072, 5.032869], [-0.714629, -1.357473, 3.030018], [-0.624888, -1.719318, 1.702170], [0.610709, -2.106738, 1.202180], [1.727309, -2.146455, 2.026054], [1.607099, -1.799583, 3.361159], [0.382248, -1.395389, 3.867314], [0.260872, -1.113416, 4.901618], [2.474758, -1.828073, 4.001148], [2.684513, -2.427115, 1.616518], [0.712292, -2.478232, -0.248035], [0.023659, -1.637215, -1.045066], [1.961021, -2.503113, -0.719558], [0.198216, -3.701509, -0.492735], [-1.506862, -1.678315, 1.080831], [-0.366164, 1.160692, 1.812088], [-3.371691, 2.125663, 1.014983], [-1.640258, 2.089464, -1.043666], [0.440223, 1.926584, -1.876762], [2.865103, 1.994338, -2.558138], [2.985197, 0.484619, -1.618400], [0.741289, 0.617289, -5.293116], [1.418585, 2.106753, -4.590314], [-1.379664, 0.005617, -4.681222], [-2.202691, 0.949588, -3.417789]],
  "forces_ev_per_angstrom": [[-0.042, -0.056, 0.030], [-0.015, -0.018, -0.012], [-0.092, 0.237, 0.080], [0.351, -0.228, -0.167], [-0.234, 0.424, 0.100], [0.048, -0.118, -0.002], [0.024, -0.047, -0.062], [0.165, -0.292, -0.129], [-0.194, 0.165, -0.144], [0.160, 0.127, 0.110], [0.034, 0.052, 0.095], [-0.669, 0.180, -0.358], [0.731, -0.219, 0.223], [0.244, -0.129, 0.672], [-0.586, 0.529, -0.745], [0.313, -1.099, -0.073], [-0.093, -0.069, 0.037], [0.029, 0.089, 0.104], [0.021, 0.125, 0.274], [0.066, 0.092, -0.396], [0.310, 0.137, 0.181], [-0.602, 0.204, 0.178], [0.120, -0.176, -0.160], [-0.090, -0.029, 0.079], [-0.216, -0.008, -0.061], [-0.025, -0.014, -0.014], [0.024, 0.005, 0.129], [0.069, 0.018, 0.145], [0.064, -0.001, 0.076], [0.077, -0.003, -0.032], [-0.078, -0.312, -0.305], [-0.198, 0.297, 0.040], [0.330, 0.085, 0.178], [-0.103, -0.126, 0.174], [-0.056, 0.019, -0.134], [0.361, 0.160, 0.012], [-0.254, 0.016, 0.052], [0.026, 0.036, -0.277], [-0.021, -0.034, 0.174], [0.056, -0.096, 0.033], [-0.029, 0.159, -0.087], [-0.012, 0.100, 0.040], [0.019, -0.096, -0.068], [-0.004, -0.003, 0.017], [-0.029, -0.081, -0.007]],
  "mulliken_charge": [-0.50, 0.12, -0.38, -0.65, -0.27, 0.02, 0.40, -0.83, -0.10, 0.09, -0.68, 0.51, 0.03, -1.35, 0.50, -0.95, 0.50, 0.39, 1.34, -0.66, -0.70, -0.13, -0.33, 0.06, -0.32, -0.91, -0.44, 0.49, 0.41, 0.48, 0.85, -0.24, -0.31, -0.31, 0.54, -0.23, 0.51, 0.63, 0.27, 0.36, 0.44, 0.43, 0.29, 0.35, 0.23],
  "e_tot_ev": -48636.1937,
  "orbital_gap_ev": 9.3
}